(1)
Density functional theory data (ωB97M-V with the def2-TZVPD basis set) for a structure of composition C31H50LaP2 in a non-equilibrium geometry.

Last column: Mulliken charge in e.
CARTESIAN COORDINATES (ANGSTROEM)
La -0.94570 0.28272 -0.50986  0.759
C 0.40966 0.98345 2.05119  0.458
C -0.28701 -0.25054 2.22152  0.586
C 1.61948 -0.65986 0.97559  0.783
C 1.61551 0.71421 1.33358  0.999
C 0.45515 -1.26194 1.53141  0.071
C 0.01673 2.32908 2.54534  -1.658
H -0.84338 2.29179 3.22395  0.315
H -0.23784 3.00798 1.71479  0.213
H 0.84091 2.80537 3.09640  0.499
C 2.73452 1.67258 1.17946  -1.437
H 2.76520 2.38045 2.02277  0.437
H 2.66340 2.26612 0.25516  0.228
H 3.70078 1.14834 1.16395  0.396
C 2.70959 -1.37484 0.27252  -1.721
H 3.69321 -1.07792 0.66245  0.321
H 2.71517 -1.14572 -0.80157  0.216
H 2.62363 -2.46258 0.38674  0.441
C 0.12081 -2.70489 1.42861  -1.532
H 0.82825 -3.33068 1.99939  0.394
H 0.16195 -3.04844 0.38156  0.316
H -0.88594 -2.92194 1.80691  0.349
C -1.51924 -0.48618 3.01818  -1.438
H -1.29708 -0.98494 3.97697  0.384
H -2.23024 -1.13475 2.48615  0.264
H -2.02409 0.45540 3.25974  0.283
C -5.04746 2.71520 -2.38439  0.291
C -5.23152 2.99562 -1.07978  -0.435
C -6.27010 2.38063 -0.20072  -1.084
C -6.35979 0.83523 -0.33364  -1.332
C -5.08658 0.13823 -0.73859  1.022
C -4.86376 -0.22054 -2.00889  -0.708
C -5.52475 0.31749 -3.24495  -1.107
C -5.91188 1.81981 -3.22843  -0.998
H -7.26621 2.80614 -0.41454  0.450
H -7.16933 0.60581 -1.04724  0.332
H -6.05487 2.64290 0.84550  0.330
H -6.98145 1.92570 -2.98492  0.315
H -4.27085 3.24085 -2.95541  0.499
H -4.72311 3.84648 -0.62082  0.473
H -5.80720 2.17648 -4.26800  0.484
H -4.83741 0.16402 -4.09399  0.168
H -4.20521 -1.07064 -2.22332  0.341
H -6.42695 -0.27306 -3.50060  0.513
H -6.69009 0.43216 0.63684  0.424
H -4.44177 -0.20879 0.09379  0.391
P -1.75264 2.80278 -1.24564  0.502
P -2.08501 -2.08869 -1.53045  0.670
C -2.39436 1.39944 -2.46160  0.991
C -2.01011 -0.09500 -2.70177  -2.057
H -2.29703 1.90293 -3.43753  0.851
H -3.45986 1.43297 -2.20258  -1.884
H -2.74111 -0.47138 -3.42823  0.839
H -0.98145 -0.21073 -3.13013  1.021
C -1.51857 -3.21986 -2.82678  -1.163
H -0.89755 -3.99217 -2.33714  0.398
H -0.90116 -2.68670 -3.56384  0.404
H -2.38415 -3.69596 -3.32426  0.372
C -3.59948 -3.03858 -1.09531  -1.248
H -4.01952 -3.51831 -1.99795  0.436
H -4.36781 -2.40183 -0.62898  0.340
H -3.30917 -3.80520 -0.35602  0.422
C -2.34532 4.46791 -1.74480  -1.424
H -1.79986 5.20489 -1.13006  0.409
H -3.41496 4.66539 -1.61890  0.404
H -2.09743 4.68246 -2.79945  0.387
C -2.67757 2.19615 0.25277  -0.603
H -2.27814 1.36565 0.89552  -0.440
H -3.69732 1.90301 -0.01539  -0.038
H -2.72730 3.04801 0.93733  0.840
C 1.12795 1.34137 -2.22741  -1.105
C 2.35117 0.97238 -2.89475  0.231
C 3.58286 0.82944 -2.19728  0.209
C 4.77759 0.61469 -2.87820  -0.885
C 4.78300 0.51845 -4.27877  -0.462
C 3.57416 0.60373 -4.98752  -0.611
C 2.37665 0.79695 -4.31153  -0.665
H 0.37006 1.78441 -2.91165  0.568
H 1.27073 1.90325 -1.28110  0.222
H 3.57756 0.92745 -1.10532  0.343
H 5.70604 0.52375 -2.31180  0.396
H 5.72262 0.38029 -4.81152  0.364
H 3.56466 0.51602 -6.07907  0.363
H 1.42711 0.86412 -4.85031  0.307

Net charge   +1
Frontier orbital gap (alpha / beta)   4.64 / 4.65 eV
E   -1925.05763 Eh

(2)
Density functional theory data (ωB97M-V with the def2-TZVPD basis set) for a cluster of 6 separate species, C9H32N4O6 in total in a non-equilibrium geometry.

Last column: Mulliken charge in e.
CARTESIAN COORDINATES (ANGSTROEM)
C -2.48091 -1.57953 5.23376  -0.810
O -2.49038 -1.18310 3.83231  -0.350
C -3.12561 0.04330 3.58106  -0.863
C -2.35360 1.31361 3.99769  0.537
C -3.16201 2.61504 3.78867  -1.371
N -1.18713 1.45982 3.17390  -0.749
H -1.79108 -0.96496 5.81214  0.317
H -2.10483 -2.59971 5.31027  0.276
H -3.35872 -1.37438 5.84653  0.359
H -3.39957 0.16134 2.53268  0.403
H -4.10220 -0.05954 4.05414  0.383
H -2.16708 1.18201 5.06352  0.344
H -2.55240 3.48585 3.54746  0.397
H -3.88149 2.69971 4.60310  0.345
H -3.76838 2.37889 2.91424  0.271
H -1.32188 1.34194 2.17989  0.267
H -0.62871 0.61826 3.18109  0.245
C 3.74586 -1.59891 1.65126  -0.735
O 4.27137 -1.59237 0.34019  -0.328
C 4.55877 -0.30345 -0.06772  -0.659
C 4.81004 -0.36874 -1.59453  0.010
C 4.92057 1.12845 -2.16186  -1.192
N 3.48886 -0.82825 -2.11571  -0.730
H 2.67482 -1.39975 1.61522  0.282
H 4.33010 -0.93462 2.28803  0.319
H 3.85044 -2.63490 1.97359  0.254
H 3.74174 0.36473 0.20442  0.393
H 5.47267 -0.04928 0.46920  0.408
H 5.51804 -1.13496 -1.91032  0.434
H 4.87935 1.13673 -3.25105  0.342
H 5.81498 1.71166 -1.94277  0.345
H 4.07650 1.67603 -1.74256  0.260
H 2.83671 -0.32676 -1.52979  0.273
H 3.45023 -1.78053 -1.78136  0.326
N -2.88361 -4.04077 -2.02552  -0.350
C -3.98987 -3.44630 -1.97618  0.684
N -4.87232 -4.41113 -1.86788  -0.432
O -4.25011 -2.25455 -2.21882  -0.664
H -2.91741 -5.04890 -1.97436  0.175
H -2.12472 -3.44897 -2.33205  0.237
H -5.82563 -4.25033 -1.57556  0.194
H -4.72952 -5.36625 -2.16360  0.157
O 1.23790 6.60985 -5.88228  -0.644
H 2.18832 6.53617 -5.96876  0.316
H 0.94396 5.71802 -5.69661  0.325
O 0.72443 2.28470 -5.84381  -0.626
H 0.76058 2.35743 -6.79757  0.313
H 1.02752 1.39571 -5.65926  0.316
O -1.07911 1.47796 -2.05797  -0.640
H -1.94628 1.17313 -2.32504  0.315
H -0.82918 2.11059 -2.73143  0.324

SMILES   COC[C@H](C)N.COC[C@H](C)N.NC(N)=O.O.O.O
Net charge   0
Frontier orbital gap   9.46 eV
E   -1032.45552 Eh

(3)
Density functional theory data (ωB97M-V with the def2-TZVPD basis set) for a structure of composition C12H14GdN2O2 in a non-equilibrium geometry.

Last column: Mulliken charge in e.
CARTESIAN COORDINATES (ANGSTROEM)
C -1.29426 2.04354 -1.73298  -0.425
C -0.85174 2.70304 -0.54130  -0.398
C -1.44863 2.04518 0.58316  -0.674
C -2.28860 0.99043 0.08283  -0.501
C -2.18822 0.98668 -1.34956  -0.600
Gd 0.06722 0.13580 -0.32760  0.870
C 2.13826 1.63354 -0.21521  -1.030
C 2.16168 1.40475 -1.68736  0.908
C 2.84626 2.18225 -2.62697  -1.262
N 1.44319 0.34192 -2.10867  -0.455
H -1.36620 2.35837 1.62243  0.393
H -0.23160 3.59827 -0.49762  0.475
H -2.90504 0.32638 0.69052  0.545
H -2.74735 0.34223 -2.02739  0.403
H -1.05155 2.34552 -2.75091  0.376
H 1.99383 2.65765 0.14622  0.255
H 1.52465 0.08153 -3.08887  0.091
H 2.75022 0.93438 0.38407  0.269
H 3.33890 3.08769 -2.32898  0.288
H 2.78470 1.92602 -3.66884  0.251
O 1.45390 -1.56966 0.68905  -0.773
C 0.46797 -2.13089 1.25691  0.483
C 0.45953 -3.40309 2.05943  -0.425
C -0.99364 -3.53376 2.48969  -0.438
C -1.72577 -2.34092 1.85360  0.298
O -2.90767 -2.05171 1.91813  -0.654
N -0.77181 -1.59995 1.14416  -0.239
H 0.75538 -4.22803 1.40369  0.235
H 1.12111 -3.31596 2.92705  0.260
H -1.44776 -4.46258 2.11720  0.237
H -1.08696 -3.48859 3.58413  0.235

Net charge   -1
Frontier orbital gap (alpha / beta)   5.67 / 5.56 eV
E   -1491.37352 Eh
<S²>   16.11
Spin multiplicity   8

(4)
Density functional theory data (ωB97M-V with the def2-TZVPD basis set) for a structure of composition C12H36CoF2O16P4 in a non-equilibrium geometry.

Last column: Mulliken charge in e.
CARTESIAN COORDINATES (ANGSTROEM)
Co -0.24897 0.99059 0.41765  1.041
F -2.22293 1.39380 0.28926  -0.849
F 0.70304 2.65463 1.33985  -0.861
C -0.63216 -2.17998 5.44626  -0.859
O -0.19237 -1.55754 4.25354  -0.198
P -0.99448 -0.32148 3.53188  0.119
O -0.39124 0.08413 2.24953  0.495
O -2.54599 -0.74202 3.56570  -0.295
C -3.55431 -0.08737 2.79850  -0.635
O -0.98113 0.72942 4.79720  -0.310
C 0.29858 1.04405 5.42878  -0.705
H -0.88217 -1.64897 6.36474  0.353
H 0.17130 -2.81625 5.81734  0.312
H -1.51081 -2.80902 5.30351  0.267
H -3.33077 0.91633 2.43696  0.276
H -4.37799 -0.11386 3.51191  0.328
H -3.72294 -0.65208 1.88157  0.153
H 0.94630 0.17570 5.54933  0.317
H 0.01392 1.40679 6.41645  0.249
H 0.77737 1.90578 4.96372  0.281
C 3.42705 -0.77854 -2.86666  -0.668
O 3.49950 -1.31677 -1.56311  -0.292
P 3.20309 -0.31930 -0.33629  -0.268
O 1.79899 -0.02016 0.04503  0.783
O 4.20120 -0.83741 0.85711  -0.384
C 3.64748 -1.43456 2.05003  -0.527
O 4.05927 1.03025 -0.84606  -0.394
C 3.48290 2.25948 -0.61978  -0.563
H 4.41665 -0.80588 -3.32279  0.310
H 2.91716 0.18062 -2.95671  0.207
H 2.82342 -1.45871 -3.46757  0.296
H 2.92847 -2.20276 1.76544  0.177
H 3.16958 -0.69319 2.69041  0.270
H 4.44716 -1.87343 2.64669  0.331
H 2.87407 2.41101 0.27155  0.260
H 2.82230 2.48520 -1.45689  0.120
H 4.30767 2.96905 -0.68575  0.357
C 0.72981 -3.63976 -0.99952  -0.421
O -0.67325 -3.51707 -0.92930  -0.354
P -1.38155 -2.20793 -0.25796  -0.737
O -0.63992 -0.91873 -0.33409  1.647
O -2.73548 -2.18183 -1.09366  -0.443
C -2.86082 -1.25657 -2.21003  -0.283
O -1.81482 -2.68824 1.25089  0.166
C -2.61450 -3.85489 1.31825  -1.007
H 1.10048 -2.80309 -1.59170  0.105
H 1.10681 -4.59838 -1.35591  0.340
H 1.12211 -3.52726 0.01119  0.189
H -3.14768 -0.25736 -1.88232  0.316
H -3.37960 -1.70034 -3.05975  0.380
H -1.88935 -1.12029 -2.68520  -0.226
H -2.06144 -4.76073 1.06988  0.318
H -3.50988 -3.75499 0.70473  0.341
H -3.06639 -4.05442 2.28990  0.273
C -1.93980 4.47166 -1.99332  -0.782
O -1.94164 3.22849 -2.54456  -0.296
P -0.55478 2.33407 -2.73862  0.049
O 0.03799 1.73672 -1.51576  0.581
O -1.01534 1.30961 -3.92204  -0.395
C -0.04406 0.35099 -4.35570  -0.452
O 0.47008 3.35735 -3.51983  -0.247
C 0.18852 4.16932 -4.62056  -0.746
H -1.85683 5.20200 -2.79819  0.272
H -1.16292 4.61053 -1.24147  0.348
H -2.87610 4.68123 -1.47608  0.260
H 0.90686 0.45355 -3.83290  -0.019
H 0.18356 0.40287 -5.42040  0.336
H -0.41098 -0.65451 -4.14965  0.215
H -0.81204 4.60157 -4.60853  0.301
H 0.29091 3.63414 -5.56460  0.241
H 0.90356 4.98470 -4.51122  0.234

Net charge   0
Frontier orbital gap (alpha / beta)   8.83 / 8.37 eV
E   -4630.93248 Eh
<S²>   3.75
Spin multiplicity   4